Entry 1:
Molecular formula: C6H9N
Method: DFT, ωB97M-V/def2-TZVPD

```
16
Properties=species:S:1:pos:R:3:mulliken_charge:R:1
N 0.1163 -1.1191 1.1907 -0.304
C 1.0117 0.0472 1.1758 -0.580
C -0.8398 2.6039 -1.4568 -1.253
C -0.1084 1.8184 -0.4648 0.728
C 0.4489 1.1056 0.3316 -0.190
C -0.3167 -1.6211 -0.1005 -0.303
C 0.6650 -2.3766 0.7123 -0.441
H 0.3744 -3.2657 1.2671 0.241
H -0.1908 2.9111 -2.2832 0.297
H -1.6510 1.9950 -1.8729 0.273
H -1.2872 3.4989 -1.0129 0.297
H -1.3593 -1.9260 -0.1557 0.213
H 0.0437 -1.1146 -0.9957 0.252
H 2.0159 -0.2161 0.8028 0.227
H 1.1418 0.3957 2.2081 0.317
H 1.6979 -2.3786 0.3599 0.226
```

## Properties
Highest occupied orbital energy ... -9.021 eV
Energy above the lowest of the compared OMol25 structures with the same formula, charge and spin ... 3.280 eV
Spin multiplicity ... 1
LUMO level ... 1.1 eV
Gap between HOMO and LUMO ... 10.074 eV
SMILES string ... CC#CCN1CC1

Entry 2:
Molecular formula: C5H14N2
Method: DFT, ωB97M-V/def2-TZVPD

```
21
Properties=species:S:1:pos:R:3:mulliken_charge:R:1
N -0.1883 -0.0824 -0.4271 -0.308
N -1.7764 -1.1532 -2.5678 -0.616
C -1.4830 0.5595 -0.7237 -0.551
C 0.5084 0.5716 0.6829 -0.827
C 2.5172 0.2115 2.2475 -1.197
C 1.8896 -0.0580 0.8627 -0.182
C -2.4067 -0.3559 -1.5179 -0.722
H -0.0745 0.4980 1.6103 0.369
H 3.5987 0.2844 2.1916 0.354
H -1.2585 1.4429 -1.3290 0.304
H 2.5638 0.3618 0.1199 0.272
H -1.2884 -1.9262 -2.1308 0.287
H -3.1674 0.2824 -1.9659 0.342
H -2.9108 -1.0473 -0.8308 0.345
H 2.2651 -0.5492 2.9792 0.308
H -1.0489 -0.6166 -3.0346 0.259
H -1.9614 0.9381 0.1830 0.390
H 2.1878 1.1891 2.6238 0.325
H 1.7814 -1.1382 0.7338 0.258
H 0.6457 1.6215 0.4118 0.351
H -0.3935 -1.0340 -0.1190 0.239
```

## Properties
Highest occupied orbital energy ... -8.974 eV
Energy above the lowest of the compared OMol25 structures with the same formula, charge and spin ... 0.752 eV
Spin multiplicity ... 1
LUMO level ... 1.1 eV
Gap between HOMO and LUMO ... 10.059 eV
SMILES string ... CCCNCCN